Entry 1:
ORCA calculation (ωB97M-V/def2-TZVPD) on a 8-piece molecular cluster, C21H32NO24S overall at a distorted geometry.

## Properties
Total charge: -1
Frontier orbital gap (eV): 9.091
Energy above the lowest of the compared OMol25 structures with the same formula, charge and spin (eV): 0.000
DFT total energy (Ha): -3077.8095

CARTESIAN COORDINATES (ANGSTROEM)
N  -1.51  0.22  -0.31
O  -1.53  -0.96  0.03
O  -2.57  0.89  -0.14
O  -0.47  0.68  -0.78
O  3.16  -0.33  -3.29
S  2.40  0.73  -3.97
O  1.00  0.75  -4.05
O  2.87  2.10  -3.19
C  2.17  2.55  -2.10
C  3.02  3.40  -1.13
C  3.06  0.73  -5.63
H  1.81  1.66  -1.67
H  1.08  3.17  -2.30
H  2.39  3.98  -0.41
H  3.76  3.98  -1.91
H  3.61  2.97  -0.36
H  4.12  0.84  -5.57
H  2.77  1.50  -6.18
H  2.81  -0.17  -5.78
C  2.90  -0.03  0.92
C  2.02  -1.24  0.36
O  2.90  -2.36  0.47
C  4.18  -1.96  0.44
O  5.07  -2.71  0.23
O  4.21  -0.57  0.64
H  2.66  0.06  2.01
H  2.40  0.86  0.58
H  1.66  -1.05  -0.71
H  1.13  -1.40  0.91
C  -0.26  1.56  2.71
C  -0.60  1.41  4.32
O  0.56  1.74  4.93
C  1.60  2.03  4.08
O  2.62  2.36  4.43
O  1.11  1.95  2.86
H  -0.79  2.39  2.55
H  -0.43  0.72  2.02
H  -0.59  0.37  4.73
H  -1.40  1.97  4.91
C  -4.65  -1.57  0.14
C  -4.66  -2.17  1.59
O  -5.88  -2.77  1.67
C  -6.52  -2.73  0.59
O  -7.64  -3.28  0.44
O  -5.75  -2.15  -0.39
H  -3.72  -1.76  -0.41
H  -4.80  -0.46  0.09
H  -4.60  -1.49  2.34
H  -3.77  -2.87  1.88
C  -0.15  -2.95  -2.00
C  0.96  -3.89  -2.47
O  1.27  -3.57  -3.84
C  0.60  -2.64  -4.21
O  0.60  -2.14  -5.28
O  -0.15  -2.15  -3.27
H  0.06  -2.29  -1.02
H  -1.01  -3.37  -1.94
H  0.51  -4.83  -2.27
H  1.86  -3.45  -1.91
C  -0.13  -3.48  2.41
C  -0.59  -2.20  3.08
O  0.57  -1.71  3.65
C  1.51  -2.64  3.64
O  2.58  -2.55  4.27
O  1.12  -3.67  2.84
H  -0.18  -3.19  1.33
H  -0.60  -4.27  2.63
H  -1.42  -2.12  3.80
H  -1.07  -1.46  2.52
C  -1.25  3.78  -0.66
C  -2.73  3.98  0.00
O  -2.86  5.45  -0.04
C  -1.80  5.87  -0.70
O  -1.76  7.04  -0.89
O  -1.05  5.02  -1.23
H  -1.32  3.04  -1.44
H  -0.41  3.49  0.07
H  -2.59  3.72  1.06
H  -3.50  3.68  -0.76

Entry 2:
ORCA calculation (ωB97M-V/def2-TZVPD) on the molecule C5H14N2 at a distorted geometry.

## Properties
Total charge: 0
Frontier orbital gap (eV): 10.122
Energy above the lowest of the compared OMol25 structures with the same formula, charge and spin (eV): 1.351
SMILES string: CCC[C@@H](N)CN
DFT total energy (Ha): -308.3734

CARTESIAN COORDINATES (ANGSTROEM)
C  -1.15  1.29  -1.71
C  -1.20  1.71  -0.22
C  -0.86  0.49  0.70
C  0.46  -0.21  0.54
N  1.62  0.49  1.21
C  0.52  -1.72  0.80
N  1.20  -2.33  -0.40
H  -0.18  0.93  -2.03
H  -1.85  0.59  -2.16
H  -1.44  2.17  -2.33
H  -0.42  2.47  0.01
H  -2.16  2.11  0.07
H  -1.69  -0.19  0.49
H  -1.02  0.92  1.71
H  0.76  -0.08  -0.50
H  1.60  1.46  0.92
H  2.46  0.11  0.79
H  1.11  -2.00  1.67
H  -0.47  -2.14  1.05
H  2.00  -2.84  -0.02
H  0.70  -3.21  -0.58

Entry 3:
ORCA calculation (ωB97M-V/def2-TZVPD) on a 6-piece molecular cluster, C12H32F6N3O10S2 overall at a distorted geometry.

## Properties
Total charge: -1
Frontier orbital gap (eV): 8.602
DFT total energy (Ha): -2788.7666

CARTESIAN COORDINATES (ANGSTROEM)
N  -0.14  0.01  -0.05
H  0.42  0.52  0.68
H  -0.50  0.63  -0.78
H  -0.97  -0.39  0.46
H  0.39  -0.78  -0.46
C  1.61  0.62  4.21
F  1.03  0.66  5.40
F  2.86  1.05  4.30
F  1.64  -0.68  3.85
S  0.64  1.70  3.00
O  -0.72  1.21  3.11
O  0.73  3.08  3.44
O  1.32  1.40  1.72
C  -2.14  4.48  -0.57
F  -2.01  4.14  0.70
F  -3.25  5.19  -0.72
F  -1.08  5.22  -0.91
S  -2.11  2.92  -1.63
O  -0.74  2.46  -1.66
O  -3.06  2.01  -0.94
O  -2.59  3.36  -2.95
C  4.55  2.42  1.10
C  5.36  2.11  -0.14
O  4.60  1.50  -1.16
O  3.35  3.09  0.90
H  5.17  2.96  1.83
H  4.33  1.46  1.60
H  6.19  1.43  0.03
H  5.73  3.08  -0.52
H  3.76  1.98  -1.28
H  2.59  2.52  1.12
C  3.12  -2.22  -3.15
C  2.05  -1.37  -2.37
C  1.12  -0.86  -3.47
O  -0.09  -0.45  -2.91
C  -1.05  -0.07  -3.86
N  1.41  -2.22  -1.36
H  3.87  -2.53  -2.42
H  3.66  -1.56  -3.83
H  2.59  -3.00  -3.69
H  2.58  -0.56  -1.88
H  0.87  -1.68  -4.15
H  1.62  -0.06  -4.04
H  -1.18  -0.82  -4.66
H  -0.81  0.86  -4.37
H  -2.02  0.02  -3.38
H  2.15  -2.71  -0.87
H  0.94  -2.97  -1.86
C  -1.87  -1.94  3.03
C  -2.80  -2.02  1.80
C  -4.25  -2.32  2.16
O  -5.07  -2.51  1.01
C  -4.78  -3.73  0.33
N  -2.59  -0.79  1.05
H  -0.84  -1.68  2.76
H  -1.85  -2.86  3.62
H  -2.10  -1.11  3.70
H  -2.31  -2.86  1.29
H  -4.63  -1.44  2.69
H  -4.40  -3.13  2.87
H  -4.84  -3.53  -0.74
H  -5.58  -4.42  0.57
H  -3.75  -4.08  0.45
H  -2.78  0.01  1.67
H  -3.33  -0.71  0.36

Entry 4:
ORCA calculation (ωB97M-V/def2-TZVPD) on C38H35F6N3O6PdS4 as an isolated structure at a distorted geometry.

## Properties
Total charge: +2
Frontier orbital gap (spin up / spin down) (eV): 8.069 / 6.103
Energy above the lowest of the compared OMol25 structures with the same formula, charge and spin (eV): 0.000
Multiplicity: 3
DFT total energy (Ha): -4404.0470

CARTESIAN COORDINATES (ANGSTROEM)
Pd  -0.63  1.14  1.25
F  -4.05  2.38  5.36
C  -2.97  1.62  5.33
F  -2.16  1.93  6.33
F  -3.31  0.34  5.40
S  -2.08  1.90  3.73
O  -1.00  0.93  3.61
O  -1.66  3.29  3.75
N  -3.25  1.74  2.70
S  -3.46  0.64  1.58
O  -3.64  1.27  0.31
O  -2.48  -0.43  1.68
C  -5.09  -0.11  2.05
F  -5.04  -0.53  3.30
F  -5.31  -1.12  1.23
F  -6.03  0.80  1.91
C  -3.92  2.47  -6.23
C  -3.31  1.77  -5.04
C  -4.08  0.95  -4.23
C  -3.52  0.28  -3.15
C  -2.16  0.43  -2.91
C  -1.36  1.25  -3.70
C  -1.95  1.92  -4.76
S  -1.50  -0.43  -1.53
O  -0.62  0.63  -0.81
C  -0.25  -1.48  -2.24
C  -0.28  -1.81  -3.61
C  0.65  -2.68  -4.11
C  1.63  -3.26  -3.28
C  2.58  -4.17  -3.79
C  3.51  -4.74  -2.97
C  3.52  -4.43  -1.59
C  2.61  -3.56  -1.07
C  1.64  -2.95  -1.90
C  0.66  -2.05  -1.38
C  0.58  -1.88  0.10
C  -0.14  -2.86  0.85
C  -0.85  -3.91  0.21
C  -1.56  -4.81  0.95
C  -1.58  -4.73  2.36
C  -0.90  -3.74  3.00
C  -0.17  -2.78  2.26
C  0.51  -1.73  2.92
C  1.19  -0.78  2.20
C  1.22  -0.87  0.79
S  2.01  0.48  -0.09
O  1.43  1.70  0.70
C  3.68  0.33  0.48
C  4.48  -0.55  -0.23
C  5.79  -0.73  0.18
C  6.31  -0.03  1.27
C  7.74  -0.20  1.68
C  5.48  0.87  1.94
C  4.16  1.06  1.55
H  -4.96  2.72  -6.05
H  -3.88  1.82  -7.10
H  -3.38  3.38  -6.47
H  -5.14  0.84  -4.43
H  -4.13  -0.34  -2.51
H  -0.31  1.36  -3.49
H  -1.34  2.55  -5.39
H  -1.02  -1.37  -4.27
H  0.63  -2.94  -5.16
H  2.56  -4.40  -4.85
H  4.23  -5.45  -3.36
H  4.26  -4.89  -0.95
H  2.64  -3.33  -0.01
H  -0.84  -3.98  -0.87
H  -2.10  -5.60  0.45
H  -2.14  -5.47  2.92
H  -0.92  -3.67  4.08
H  0.50  -1.68  4.00
H  1.73  0.02  2.70
H  4.10  -1.10  -1.09
H  6.42  -1.43  -0.35
H  8.12  -1.17  1.38
H  7.85  -0.10  2.76
H  8.36  0.56  1.21
H  5.87  1.43  2.78
H  3.52  1.76  2.07
N  -0.90  5.63  2.65
C  -0.93  5.51  1.15
C  -0.33  4.18  0.69
N  -1.32  3.09  0.61
H  -1.43  6.44  2.97
H  0.06  5.74  2.99
H  -1.29  4.78  3.10
H  -0.38  6.35  0.74
H  -1.97  5.61  0.86
H  0.49  3.88  1.34
H  0.12  4.33  -0.29
H  -1.66  2.92  -0.34
H  -2.14  3.27  1.18

Repeat the third record exactly.
ORCA calculation (ωB97M-V/def2-TZVPD) on a 6-piece molecular cluster, C12H32F6N3O10S2 overall at a distorted geometry.

## Properties
Total charge: -1
Frontier orbital gap (eV): 8.602
DFT total energy (Ha): -2788.7666

CARTESIAN COORDINATES (ANGSTROEM)
N  -0.14  0.01  -0.05
H  0.42  0.52  0.68
H  -0.50  0.63  -0.78
H  -0.97  -0.39  0.46
H  0.39  -0.78  -0.46
C  1.61  0.62  4.21
F  1.03  0.66  5.40
F  2.86  1.05  4.30
F  1.64  -0.68  3.85
S  0.64  1.70  3.00
O  -0.72  1.21  3.11
O  0.73  3.08  3.44
O  1.32  1.40  1.72
C  -2.14  4.48  -0.57
F  -2.01  4.14  0.70
F  -3.25  5.19  -0.72
F  -1.08  5.22  -0.91
S  -2.11  2.92  -1.63
O  -0.74  2.46  -1.66
O  -3.06  2.01  -0.94
O  -2.59  3.36  -2.95
C  4.55  2.42  1.10
C  5.36  2.11  -0.14
O  4.60  1.50  -1.16
O  3.35  3.09  0.90
H  5.17  2.96  1.83
H  4.33  1.46  1.60
H  6.19  1.43  0.03
H  5.73  3.08  -0.52
H  3.76  1.98  -1.28
H  2.59  2.52  1.12
C  3.12  -2.22  -3.15
C  2.05  -1.37  -2.37
C  1.12  -0.86  -3.47
O  -0.09  -0.45  -2.91
C  -1.05  -0.07  -3.86
N  1.41  -2.22  -1.36
H  3.87  -2.53  -2.42
H  3.66  -1.56  -3.83
H  2.59  -3.00  -3.69
H  2.58  -0.56  -1.88
H  0.87  -1.68  -4.15
H  1.62  -0.06  -4.04
H  -1.18  -0.82  -4.66
H  -0.81  0.86  -4.37
H  -2.02  0.02  -3.38
H  2.15  -2.71  -0.87
H  0.94  -2.97  -1.86
C  -1.87  -1.94  3.03
C  -2.80  -2.02  1.80
C  -4.25  -2.32  2.16
O  -5.07  -2.51  1.01
C  -4.78  -3.73  0.33
N  -2.59  -0.79  1.05
H  -0.84  -1.68  2.76
H  -1.85  -2.86  3.62
H  -2.10  -1.11  3.70
H  -2.31  -2.86  1.29
H  -4.63  -1.44  2.69
H  -4.40  -3.13  2.87
H  -4.84  -3.53  -0.74
H  -5.58  -4.42  0.57
H  -3.75  -4.08  0.45
H  -2.78  0.01  1.67
H  -3.33  -0.71  0.36